[1]
DFT (the ωB97M-V functional and the def2-TZVPD basis) results for a 2-piece molecular cluster, C42H37N3O3 overall.

Its orbital gap is 7.2 eV. As for the spin multiplicity: 1. As for the HOMO energy: -8.0 eV. As for the lowest unoccupied orbital energy: -0.7 eV.

Last column: Mulliken charge in e.
Geometry (Å):
C1 3.540 2.362 4.016  -0.77
C2 3.924 1.824 2.641  -0.35
O1 3.030 2.450 1.674  -0.19
C3 3.486 2.182 0.369  0.29
N1 2.455 2.472 -0.525  0.27
C4 3.041 2.883 -1.721  0.27
C5 3.067 4.384 -2.051  -1.31
O2 3.499 2.138 -2.584  -0.56
O3 4.601 1.726 0.138  -0.64
H1 4.063 1.824 4.827  0.41
H2 3.813 3.433 4.154  0.28
H3 2.442 2.265 4.155  0.01
H4 4.993 2.033 2.408  0.33
H5 3.729 0.733 2.565  0.27
H6 2.879 5.042 -1.198  0.33
H7 4.090 4.509 -2.445  0.37
H8 2.341 4.646 -2.843  0.29
C6 -5.757 2.538 4.943  -0.38
C7 -4.784 3.537 5.030  -0.74
C8 -3.450 3.213 4.807  -0.17
C9 -3.103 1.884 4.518  0.02
N2 -1.741 1.576 4.299  0.89
C10 -0.978 0.949 5.318  0.00
C11 -1.040 -0.444 5.464  -0.05
C12 -0.352 -1.064 6.506  -0.77
C13 0.415 -0.298 7.387  -0.39
C14 0.498 1.091 7.234  -0.77
C15 -0.209 1.717 6.205  -0.06
C16 -1.222 1.541 2.965  0.23
C17 -0.134 2.354 2.653  -0.31
C18 0.326 2.399 1.349  -1.12
C19 -0.041 1.453 0.372  -0.07
C20 0.613 1.601 -0.921  0.15
C21 0.588 0.457 -1.811  1.23
C22 0.604 0.674 -3.206  -0.52
C23 0.454 -0.353 -4.112  -0.81
C24 0.345 -1.680 -3.677  0.84
N3 0.103 -2.712 -4.588  0.94
C25 0.501 -4.040 -4.303  -0.75
C26 -0.479 -5.034 -4.130  0.03
C27 -0.094 -6.334 -3.819  -0.68
C28 1.264 -6.659 -3.801  -0.36
C29 2.242 -5.694 -4.062  -0.78
C30 1.869 -4.374 -4.291  0.20
C31 -0.534 -2.458 -5.834  -1.05
C32 0.225 -2.412 -7.015  0.09
C33 -0.407 -2.210 -8.241  -0.74
C34 -1.802 -2.127 -8.300  -0.34
C35 -2.569 -2.215 -7.133  -0.80
C36 -1.936 -2.361 -5.902  0.18
C37 0.403 -1.937 -2.285  -0.63
C38 0.456 -0.887 -1.384  -1.13
C39 -1.129 0.589 0.741  -0.38
C40 -1.738 0.677 1.993  -0.94
C41 -4.072 0.884 4.443  0.12
C42 -5.408 1.221 4.653  -0.87
H9 -6.798 2.801 5.103  0.37
H10 -5.043 4.566 5.264  0.37
H11 -2.648 3.953 4.871  0.38
H12 -1.653 -1.025 4.766  0.29
H13 -0.416 -2.148 6.627  0.36
H14 0.975 -0.781 8.187  0.38
H15 1.102 1.695 7.912  0.38
H16 -0.195 2.804 6.076  0.37
H17 0.319 2.990 3.410  0.61
H18 1.015 3.165 1.033  0.59
H19 0.495 2.633 -1.419  0.25
H20 0.784 1.680 -3.581  0.36
H21 0.395 -0.147 -5.189  0.42
H22 -1.537 -4.768 -4.234  0.34
H23 -0.859 -7.087 -3.620  0.39
H24 1.560 -7.682 -3.585  0.37
H25 3.296 -5.957 -4.101  0.38
H26 2.606 -3.594 -4.511  0.43
H27 1.312 -2.521 -6.950  0.39
H28 0.193 -2.127 -9.150  0.37
H29 -2.294 -1.974 -9.259  0.38
H30 -3.657 -2.175 -7.173  0.37
H31 -2.511 -2.424 -4.971  0.44
H32 0.318 -2.988 -1.958  0.45
H33 0.441 -1.119 -0.316  0.59
H34 -1.567 -0.125 0.040  0.58
H35 -2.617 0.084 2.271  0.24
H36 -3.767 -0.146 4.229  0.16
H37 -6.170 0.445 4.582  0.36

=====

[2]
DFT (the ωB97M-V functional and the def2-TZVPD basis) results for C42H37O9PRuS3 as an isolated structure.

As for the total charge: +1. Its orbital gap (alpha / beta) is 7.3 / 7.3 eV. As for the spin multiplicity: 2. As for the HOMO energy (alpha / beta): -10.4 / -10.4 eV. As for the lowest unoccupied orbital energy (alpha / beta): -3.0 / -3.0 eV.

Last column: Mulliken charge in e.
Geometry (Å):
Ru1 -0.316 -0.099 -0.900  1.91
O1 0.229 -0.589 1.567  0.78
S1 0.306 0.649 2.700  -0.21
C1 0.273 -1.928 2.137  -0.57
C2 -1.092 -2.553 2.405  -0.43
C3 -1.242 -3.899 1.691  -1.54
C4 -1.185 -3.815 0.164  -0.08
S2 -2.525 -2.779 -0.410  0.04
O2 -1.997 -1.347 -0.261  -0.66
C5 -2.556 -3.127 -2.149  0.59
C6 -2.760 -4.439 -2.567  -0.81
C7 -2.805 -4.709 -3.923  -0.62
C8 -2.672 -3.675 -4.844  -0.60
C9 -2.510 -2.370 -4.410  -0.59
C10 -2.451 -2.084 -3.052  -0.27
C11 -1.366 0.790 3.257  0.96
C12 -1.569 0.950 4.624  -0.76
C13 -2.859 1.102 5.116  -0.65
C14 -3.942 1.070 4.252  -0.62
C15 -3.735 0.904 2.888  -1.04
C16 -2.451 0.777 2.384  -0.05
H1 0.873 -1.875 3.043  0.69
H2 0.831 -2.514 1.406  -0.13
H3 -1.866 -1.864 2.078  -0.05
H4 -1.239 -2.700 3.476  0.53
H5 -2.198 -4.342 1.981  0.46
H6 -0.464 -4.595 2.015  0.43
H7 -1.294 -4.801 -0.286  0.86
H8 -0.282 -3.347 -0.239  -0.26
H9 -2.898 -5.241 -1.852  0.47
H10 -2.947 -5.726 -4.263  0.42
H11 -2.706 -3.891 -5.903  0.39
H12 -2.415 -1.566 -5.126  0.45
H13 -2.354 -1.063 -2.706  0.73
H14 -0.723 0.951 5.300  0.47
H15 -3.015 1.227 6.180  0.40
H16 -4.947 1.172 4.639  0.41
H17 -4.577 0.889 2.208  0.49
H18 -2.301 0.641 1.322  0.42
O3 0.404 -1.127 -4.574  -0.68
S3 0.843 -0.655 -3.310  1.15
O4 0.170 0.574 -2.752  -0.67
O5 0.694 -1.603 -2.161  -0.79
C17 2.529 -0.268 -3.371  0.72
C18 3.218 -0.242 -4.571  -0.50
C19 4.566 0.085 -4.544  -0.69
C20 5.187 0.371 -3.337  -0.78
C21 4.474 0.352 -2.144  -0.58
C22 3.122 0.037 -2.149  -0.70
P1 2.161 0.053 -0.583  1.60
C23 2.896 -1.348 0.314  1.00
C24 3.162 -2.518 -0.399  -1.08
C25 3.699 -3.624 0.242  -0.78
C26 3.985 -3.572 1.599  -0.90
C27 3.715 -2.416 2.316  -1.00
C28 3.163 -1.313 1.682  -0.29
C29 2.784 1.580 0.184  0.98
C30 3.932 1.619 0.982  -0.43
C31 4.384 2.821 1.503  -1.00
C32 3.703 3.999 1.229  -0.75
C33 2.593 3.976 0.401  -0.67
C34 2.139 2.776 -0.126  -1.14
H19 2.705 -0.479 -5.492  0.61
H20 5.132 0.115 -5.465  0.42
H21 6.239 0.624 -3.321  0.46
H22 4.978 0.591 -1.218  0.45
H23 2.937 -2.573 -1.456  0.44
H24 3.900 -4.526 -0.322  0.49
H25 4.416 -4.430 2.096  0.44
H26 3.926 -2.372 3.377  0.51
H27 2.931 -0.433 2.266  0.66
H28 4.490 0.719 1.194  0.49
H29 5.273 2.836 2.119  0.46
H30 4.051 4.934 1.647  0.42
H31 2.075 4.896 0.160  0.50
H32 1.284 2.776 -0.784  0.46
O6 -2.110 1.051 -1.376  -0.88
C35 -1.639 1.990 -0.683  1.48
O7 -0.541 1.693 -0.081  -0.08
C36 -2.275 3.295 -0.523  0.02
C37 -1.585 4.308 0.129  -0.42
C38 -2.162 5.567 0.312  -1.33
C39 -3.439 5.729 -0.164  0.99
O8 -4.208 6.844 -0.105  -0.49
C40 -5.495 6.468 -0.617  -0.23
O9 -5.369 5.154 -1.167  -0.50
C41 -4.132 4.711 -0.803  0.72
C42 -3.583 3.480 -1.011  -1.02
H33 -0.592 4.106 0.509  0.51
H34 -1.637 6.373 0.803  0.45
H35 -5.789 7.164 -1.399  0.25
H36 -6.217 6.455 0.201  0.26
H37 -4.108 2.686 -1.523  0.55

=====

[3]
DFT (the ωB97M-V functional and the def2-TZVPD basis) results for C42H38AlBrN4Sb as an isolated structure.

As for the total charge: +1. Its orbital gap is 5.7 eV. As for the spin multiplicity: 1. As for the HOMO energy: -9.7 eV. As for the lowest unoccupied orbital energy: -4.1 eV.

Last column: Mulliken charge in e.
Geometry (Å):
Al1 0.068 -0.357 0.194  -2.89
C1 4.100 -0.242 1.709  -1.15
C2 3.920 0.702 2.711  -0.99
C3 2.690 1.318 2.868  -0.76
C4 1.634 0.988 2.017  0.51
C5 1.800 0.044 0.989  0.79
C6 3.048 -0.560 0.861  -0.60
C7 0.293 1.610 2.161  0.89
C8 0.024 2.608 3.125  -1.23
C9 -1.200 3.199 3.161  -1.46
C10 -2.199 2.815 2.241  1.09
C11 -3.483 3.406 2.224  -0.92
C12 -4.422 2.992 1.324  -1.03
C13 -4.107 1.971 0.406  -0.82
C14 -2.869 1.391 0.396  0.51
C15 -1.885 1.796 1.320  -0.18
N1 -0.646 1.210 1.310  1.31
H1 5.058 -0.734 1.595  0.48
H2 4.737 0.956 3.372  0.43
H3 2.573 2.046 3.658  0.42
H4 3.210 -1.316 0.100  0.77
H5 0.791 2.905 3.821  0.56
H6 -1.419 3.971 3.888  0.46
H7 -3.704 4.185 2.942  0.48
H8 -5.407 3.438 1.316  0.46
H9 -4.859 1.631 -0.295  0.51
H10 -2.658 0.593 -0.300  0.13
Br1 0.152 6.980 -1.023  -0.15
C16 0.025 5.105 -1.189  -0.08
C17 1.055 4.306 -0.715  -0.97
C18 0.952 2.929 -0.813  -0.28
C19 -0.172 2.366 -1.404  -0.57
C20 -1.198 3.170 -1.886  -0.37
C21 -1.101 4.548 -1.775  -0.75
N2 -0.251 0.946 -1.479  1.76
C22 -0.652 0.383 -2.545  -0.63
C23 -0.589 -1.081 -2.583  -0.15
C24 -0.955 -1.847 -3.670  -0.68
C25 -0.764 -3.223 -3.593  -0.79
C26 -0.216 -3.767 -2.446  -1.18
C27 0.107 -2.926 -1.388  -0.11
N3 -0.076 -1.612 -1.464  1.59
H11 1.929 4.758 -0.266  0.53
H12 1.745 2.290 -0.444  0.78
H13 -2.094 2.726 -2.299  0.42
H14 -1.901 5.183 -2.128  0.47
H15 -0.940 0.939 -3.435  0.65
H16 -1.371 -1.385 -4.555  0.61
H17 -1.040 -3.857 -4.425  0.50
H18 -0.045 -4.829 -2.349  0.57
H19 0.504 -3.312 -0.457  0.67
C28 1.052 -4.783 3.362  -0.64
C29 1.458 -3.472 3.561  -0.92
C30 0.841 -2.427 2.886  -0.34
C31 -0.182 -2.677 1.971  -0.21
C32 -0.595 -4.004 1.792  0.08
C33 0.010 -5.042 2.482  -0.92
N4 -0.813 -1.640 1.234  2.91
C34 -2.230 -1.671 1.292  -0.19
C35 -2.887 -1.478 2.510  -0.41
C36 -4.269 -1.439 2.572  -0.79
C37 -5.035 -1.600 1.421  -0.69
C38 -4.398 -1.822 0.212  -0.87
C39 -3.009 -1.866 0.151  -0.03
H20 1.529 -5.591 3.901  0.42
H21 2.251 -3.254 4.266  0.45
H22 1.147 -1.409 3.081  0.48
H23 -1.423 -4.206 1.121  0.45
H24 -0.336 -6.057 2.333  0.42
H25 -2.293 -1.348 3.408  0.45
H26 -4.757 -1.278 3.526  0.43
H27 -6.114 -1.570 1.477  0.44
H28 -4.980 -1.980 -0.687  0.46
H29 -2.529 -2.078 -0.799  0.35
C40 2.402 0.722 -4.713  -1.41
Sb1 3.070 -0.013 -2.806  0.55
C41 4.134 -1.700 -3.589  -1.32
C42 4.768 1.274 -2.632  -1.34
H30 3.227 0.751 -5.425  0.43
H31 1.998 1.729 -4.607  0.40
H32 1.623 0.072 -5.116  0.40
H33 4.841 -1.384 -4.356  0.37
H34 3.435 -2.411 -4.030  0.37
H35 4.680 -2.206 -2.793  0.40
H36 5.397 1.200 -3.518  0.41
H37 5.351 0.997 -1.755  0.40
H38 4.444 2.308 -2.514  0.38

=====

Question: Which formula does entry 2 have?
Answer: C42H37O9PRuS3